The following is a DFT calculation (the ωB97M-V functional and the def2-TZVPD basis) of C7H19BBr6Na4O as an isolated structure at a distorted geometry.

The HOMO energy (alpha / beta) is -0.2935 / -0.4326 Ha. Its total energy is -448204.187 eV. Its spin multiplicity is 2. The energy relative to the best compared isomer or geometry (same formula, charge and spin) is 9.8 kcal per mole. Its expectation value of S² is 0.75. As for the net charge: +1.

Geometry as XYZ:
```
38
Properties=species:S:1:pos:R:3:mulliken_charge:R:1
Na -1.54541 -2.91570 -3.40593 0.699
Na -1.23073 0.55288 -3.75055 0.753
Na -2.76343 -1.54322 -0.72023 0.446
Na 2.26975 -1.22032 -3.23983 0.708
B 1.11191 0.67036 -4.90598 0.387
H 1.73415 0.52745 -5.77583 -0.186
H 0.71947 -0.27076 -4.55310 -0.334
H 1.78810 1.01765 -4.14021 -0.232
H 0.38656 1.44393 -5.10523 -0.293
C 0.26423 -0.66217 -0.82656 -0.367
O -0.23432 -1.26905 -2.01896 -0.955
H -0.29543 0.24515 -0.59931 0.180
H 0.14815 -1.27997 0.06392 0.034
H 1.34757 -0.55278 -0.87659 0.114
Br -1.51542 0.04100 6.18066 -0.140
C -1.33464 -1.38685 4.84735 -0.685
C -1.81652 -0.84964 3.47360 -0.426
Br -1.57337 -2.30612 2.22975 -0.261
H -1.83974 -2.30170 5.15723 0.395
H -0.29836 -1.71342 4.76025 0.395
H -1.29568 -0.06042 2.93143 0.353
H -2.85317 -0.54527 3.61785 0.390
Br 1.92807 -3.47234 2.01973 -0.179
C 3.29517 -2.03461 1.69004 -0.538
C 4.03321 -2.48455 0.48716 -0.727
Br 5.25109 -1.01935 0.00901 -0.140
H 4.06836 -1.90591 2.44749 0.468
H 2.81036 -1.12347 1.33949 0.340
H 3.42289 -2.75359 -0.37495 0.336
H 4.62974 -3.35756 0.75198 0.452
Br -0.57160 2.96207 0.39493 -0.164
C -1.90536 4.26536 -0.19995 -0.719
C -3.35428 3.77930 -0.23296 -0.448
Br -4.34377 5.33949 -1.04701 -0.136
H -1.51480 4.69294 -1.12338 0.428
H -1.75705 5.06657 0.52404 0.381
H -3.68176 3.55934 0.78315 0.365
H -3.48397 2.86529 -0.81248 0.307
```

---

The following is a DFT calculation (the ωB97M-V functional and the def2-TZVPD basis) of a 2-piece molecular cluster, C7H19N2OSi overall at a distorted geometry.

The HOMO energy is -0.4172 Ha. Its total energy is -20464.437 eV. The energy relative to the best compared isomer or geometry (same formula, charge and spin) is 0.0 kcal per mole. As for the net charge: +1.

Geometry as XYZ:
```
30
Properties=species:S:1:pos:R:3:mulliken_charge:R:1
C -3.54145 -0.30159 1.23819 -0.628
C -3.37044 -1.47695 0.15998 -0.612
C 1.43040 -1.60871 2.78252 -1.592
C 1.86251 -0.05258 0.84696 -1.498
C 0.40154 0.69268 2.76897 -1.653
C 0.50456 1.32928 -3.30822 -0.414
C 0.88775 -0.47496 1.93112 1.461
N 0.01558 1.51224 -4.65351 -0.578
N 1.89172 0.94239 -3.11432 -0.558
O -0.27483 -1.04575 1.20888 -0.155
Si -1.80979 -0.93955 1.01011 0.668
H -3.84976 0.65711 0.83755 0.336
H -4.13311 -0.55029 2.11164 0.334
H -3.83898 -2.42169 0.40477 0.328
H 0.34198 2.26636 -2.76452 0.373
H 0.68649 -1.95151 3.49776 0.410
H 1.73220 -2.44583 2.15840 0.391
H 2.30027 -1.26165 3.33349 0.405
H 2.75542 0.36192 1.30643 0.435
H 1.42922 0.70209 0.19520 0.364
H 2.15425 -0.90507 0.23987 0.369
H -0.34213 0.36326 3.49307 0.431
H 1.23637 1.12423 3.31313 0.433
H -0.03049 1.46623 2.13748 0.421
H -0.10783 0.54416 -2.84250 0.261
H 0.48024 2.27975 -5.12277 0.241
H 0.13652 0.67599 -5.21315 0.233
H 2.08870 0.07896 -3.61264 0.225
H -3.55892 -1.21310 -0.87135 0.337
H 2.52201 1.65258 -3.47254 0.230
```